Record 1
A structure of composition C12H33FInN3O3 at a distorted geometry. Source: the OMol25 dataset; level of theory: ωB97M-V/def2-TZVPD.

Each line ends with the Mulliken charge.
Cartesian coordinates (Å):
In1 -8.46234 -25.50692 -20.84318  1.314
F1 -9.34302 -26.29883 -23.58779  -0.656
C1 -12.05607 -28.71410 -20.06491  -1.672
C2 -11.74333 -27.90269 -21.32792  0.260
C3 -12.04728 -26.36514 -21.13837  -0.644
O1 -11.25056 -25.90118 -20.03512  -0.122
C4 -11.98957 -25.68066 -18.81694  -0.911
N1 -10.27608 -28.07986 -21.54168  -0.418
H1 -11.37064 -28.36806 -19.29125  0.387
H2 -11.80188 -29.74934 -20.29240  0.471
H3 -13.11918 -28.57031 -19.87197  0.368
H4 -12.15105 -28.32124 -22.24808  0.481
H5 -13.11541 -26.18592 -21.01561  0.520
H6 -11.78759 -25.79484 -22.03024  0.127
H7 -12.35961 -26.65324 -18.49248  0.312
H8 -12.80804 -24.97509 -18.95970  0.306
H9 -11.32499 -25.17081 -18.11945  0.256
H10 -10.07950 -29.06931 -21.49220  0.247
H11 -10.00604 -27.81390 -22.47786  0.154
C5 -5.13280 -29.19853 -22.77444  -1.375
C6 -5.65701 -27.97109 -21.93714  -0.249
C7 -5.31158 -26.70077 -22.78522  -0.845
O2 -5.86162 -25.55849 -22.16913  -0.056
C8 -5.26067 -24.37645 -22.64886  -0.987
N2 -7.11062 -28.07726 -21.74872  -0.242
H12 -5.38806 -30.13334 -22.27539  0.399
H13 -4.04356 -29.17101 -22.80495  0.397
H14 -5.64829 -29.19907 -23.73484  0.398
H15 -5.20640 -27.97329 -20.94464  0.421
H16 -5.71997 -26.79820 -23.79111  0.373
H17 -4.22494 -26.65546 -22.85787  0.428
H18 -5.48584 -24.30147 -23.71271  0.390
H19 -4.17622 -24.43179 -22.55388  0.378
H20 -5.56554 -23.46662 -22.13181  0.232
H21 -7.36022 -28.83331 -21.12726  0.236
H22 -7.30848 -28.27704 -22.71878  0.262
C9 -9.34773 -21.47687 -24.32801  -1.628
C10 -9.18541 -22.23795 -23.02416  0.424
C11 -10.42103 -23.02594 -22.60298  -1.084
O3 -10.34491 -23.34024 -21.21164  -0.154
C12 -10.87279 -22.27870 -20.40338  -0.947
N3 -8.08982 -23.23716 -23.12043  -0.344
H23 -9.42209 -22.20863 -25.13245  0.391
H24 -8.44255 -20.94128 -24.61416  0.396
H25 -10.26112 -20.90035 -24.47437  0.390
H26 -8.87946 -21.44152 -22.34578  0.287
H27 -10.49832 -23.95752 -23.16358  0.349
H28 -11.33656 -22.50756 -22.88789  0.494
H29 -10.67357 -22.37344 -19.33594  0.293
H30 -11.95000 -22.13907 -20.49404  0.325
H31 -10.45337 -21.30765 -20.66657  0.345
H32 -8.13395 -23.94127 -23.84319  0.245
H33 -7.28751 -22.64209 -23.26971  0.279

Output
**⟨S²⟩**: 0.7672
**Spin multiplicity**: 2
**Orbital gap (alpha / beta)**: 9.54 / 4.72 eV
**HOMO (alpha / beta)**: -12.361 / -11.987 eV
**Total charge**: +1
**Energy relative to the best compared isomer or geometry (same formula, charge and spin)**: 0.00 kJ/mol

Record 2
A structure of composition C12H33N3O17P3S2 at a distorted geometry. Source: the OMol25 dataset; level of theory: ωB97M-V/def2-TZVPD.

Each line ends with the Mulliken charge.
Cartesian coordinates (Å):
C1 3.46572 -0.25739 -2.25538  -0.645
N1 3.55950 1.14126 -2.68511  -0.272
C2 3.01209 1.39390 -4.01209  -0.665
S1 1.35089 2.14860 -3.78280  1.094
O1 1.61492 3.52271 -3.43917  -0.687
O2 0.66539 2.00736 -5.05191  -0.700
N2 0.73728 1.25491 -2.55617  -0.318
S2 -0.65856 1.80409 -1.97241  1.009
O3 -0.53669 1.87517 -0.54544  -0.564
O4 -1.12283 3.03098 -2.54016  -0.664
N3 -1.87377 0.58372 -2.25157  -0.502
C3 -1.57058 0.04904 -3.31742  0.794
O5 -1.58825 -0.31429 -4.41534  -0.413
H1 4.45780 -0.58140 -1.89806  0.318
H2 3.10101 -0.93740 -3.03578  0.229
H3 2.79925 -0.34558 -1.38453  0.092
H4 4.50022 1.49702 -2.63852  0.281
H5 3.64506 2.11516 -4.53909  0.379
H6 2.89802 0.48444 -4.62101  0.278
C4 3.84462 -4.07765 3.55410  -0.611
O6 3.53955 -2.73708 3.90636  -0.429
P1 3.26373 -1.65640 2.65057  1.178
O7 2.66271 -2.58375 1.64112  -0.672
O8 4.86618 -1.43057 2.41115  -0.311
C5 5.69406 -1.15438 3.54542  -0.699
O9 2.93377 -0.21144 1.86242  -0.254
C6 1.62248 0.34915 2.09193  -0.845
H7 4.21860 -4.56915 4.45427  0.238
H8 2.94699 -4.59854 3.22686  0.249
H9 4.61048 -4.11372 2.77874  0.309
H10 6.25159 -2.05466 3.80610  0.240
H11 5.11055 -0.83687 4.41020  0.331
H12 6.39459 -0.36291 3.28314  0.261
H13 1.48995 0.57625 3.15087  0.419
H14 0.84691 -0.34456 1.76468  0.366
H15 1.53675 1.27064 1.52119  0.221
C7 -0.91516 4.69621 1.06130  -0.578
O10 -1.70967 5.23987 2.12841  -0.408
P2 -0.91727 5.83058 3.46960  1.101
O11 0.34880 6.33480 2.84987  -0.661
O12 -0.74769 4.33976 4.11212  -0.341
C8 -1.89398 3.47914 4.15368  -0.608
O13 -0.69184 6.51444 5.00335  -0.264
C9 -1.12063 7.87473 5.14188  -0.758
H16 -1.58896 4.15667 0.39812  0.229
H17 -0.44590 5.49369 0.49120  0.329
H18 -0.16555 4.00717 1.44591  0.294
H19 -1.80376 2.73146 3.36617  0.179
H20 -2.82416 4.03036 4.01311  0.329
H21 -1.92201 2.97971 5.12156  0.273
H22 -2.19319 7.96001 4.95884  0.313
H23 -0.57802 8.51942 4.44667  0.340
H24 -0.91301 8.19493 6.16109  0.228
C10 -3.45635 -2.56476 -3.18515  -0.806
O14 -4.33648 -3.63939 -3.52333  -0.424
P3 -4.28192 -5.01768 -2.58032  1.104
O15 -3.92903 -4.42388 -1.25276  -0.651
O16 -2.97969 -5.59371 -3.37476  -0.351
C11 -2.99570 -5.59320 -4.80882  -0.648
O17 -4.63657 -6.57785 -2.03038  -0.261
C12 -5.97094 -6.77539 -1.54355  -0.741
H25 -3.46194 -1.87099 -4.02348  0.340
H26 -3.82045 -2.03859 -2.30540  0.344
H27 -2.44050 -2.92558 -3.02333  0.363
H28 -2.37385 -4.77454 -5.16940  0.235
H29 -4.00398 -5.47357 -5.20635  0.321
H30 -2.58587 -6.53770 -5.16353  0.265
H31 -6.69936 -6.59301 -2.33523  0.309
H32 -6.17233 -6.11147 -0.69998  0.339
H33 -6.06308 -7.80829 -1.21429  0.230

Output
**Orbital gap**: 5.88 eV
**HOMO**: -5.687 eV
**Total charge**: -1

Record 3
A structure of composition C12H33N3O3Pd at a distorted geometry. Source: the OMol25 dataset; level of theory: ωB97M-V/def2-TZVPD.

Each line ends with the Mulliken charge.
Cartesian coordinates (Å):
Pd1 10.59125 14.54368 -11.46865  0.805
C1 10.64632 18.61391 -13.85779  -1.352
C2 11.11913 18.52692 -12.42175  0.249
C3 10.20107 18.48893 -11.17524  -0.722
O1 9.34119 17.37036 -11.14888  -0.200
C4 8.32724 17.46130 -10.16072  -0.649
N1 11.85731 17.30933 -12.26682  -0.369
H1 9.79698 17.95682 -14.04479  0.323
H2 11.45740 18.47226 -14.57206  0.422
H3 10.23232 19.60561 -14.04006  0.383
H4 11.81833 19.30790 -12.12296  0.364
H5 9.51341 19.33357 -11.13225  0.538
H6 10.82511 18.63018 -10.29279  0.423
H7 8.08006 16.44848 -9.84265  0.264
H8 7.33676 17.81379 -10.44846  0.324
H9 8.57159 18.22797 -9.42545  0.395
H10 12.46015 17.09637 -13.04870  0.286
H11 12.62899 17.54495 -11.65930  0.257
C5 12.29691 11.73499 -16.21342  -1.281
C6 11.67698 12.80800 -15.26132  0.033
C7 10.18508 13.11630 -15.64781  -0.872
O2 9.43994 13.68721 -14.61147  -0.177
C8 8.13614 14.04653 -15.10747  -0.859
N2 11.66842 12.37779 -13.84355  -0.452
H12 11.56083 10.93487 -16.29153  0.388
H13 13.17183 11.29754 -15.73250  0.373
H14 12.47734 12.03290 -17.24628  0.373
H15 12.22932 13.74447 -15.33919  0.291
H16 9.61384 12.21952 -15.88773  0.392
H17 10.22358 13.84455 -16.45792  0.399
H18 7.60803 13.11978 -15.33185  0.348
H19 8.21461 14.54965 -16.07122  0.351
H20 7.55022 14.64370 -14.40876  0.244
H21 12.64319 12.11342 -13.85011  0.273
H22 11.20813 11.48422 -13.94240  0.283
C9 11.64657 11.84925 -6.61882  -1.454
C10 11.19601 12.26671 -7.98450  0.187
C11 9.67921 11.89517 -8.30129  -0.733
O3 9.25324 12.25954 -9.65183  -0.197
C12 8.19300 11.37845 -10.08498  -0.722
N3 11.56853 13.59540 -8.48446  -0.366
H23 12.65446 12.16086 -6.34469  0.394
H24 11.63925 10.76929 -6.47140  0.383
H25 10.99895 12.26859 -5.84885  0.363
H26 11.67484 11.60278 -8.70425  0.194
H27 9.03522 12.25650 -7.49952  0.342
H28 9.71379 10.80722 -8.24404  0.380
H29 7.25942 11.89298 -9.85740  0.312
H30 8.24255 10.37178 -9.66991  0.329
H31 8.20227 11.22326 -11.16384  0.205
H32 12.57702 13.56481 -8.43859  0.297
H33 11.35609 14.25914 -7.75342  0.237

Output
**⟨S²⟩**: 2.0102
**Spin multiplicity**: 3
**Orbital gap (alpha / beta)**: 7.75 / 3.16 eV
**HOMO (alpha / beta)**: -14.981 / -14.954 eV
**Total charge**: +2
**Energy relative to the best compared isomer or geometry (same formula, charge and spin)**: 499.85 kJ/mol

Record 4
A cluster of 4 separate species, C12H33NO7 in total at a distorted geometry. Source: the OMol25 dataset; level of theory: ωB97M-V/def2-TZVPD.

Each line ends with the Mulliken charge.
Cartesian coordinates (Å):
N1 -0.03157 -0.68151 0.49117  0.093
H1 0.32443 0.35049 0.06817  0.063
H2 0.53143 -0.84251 1.36317  0.138
H3 0.07043 -1.41851 -0.12283  0.293
H4 -0.95557 -0.61151 0.58117  0.253
O1 -0.35957 -3.31551 1.83517  -1.012
H5 -0.84457 -3.82051 2.54917  0.123
C1 -3.59057 -2.37551 0.40117  -1.048
O2 -3.24357 -1.71451 -0.89583  -0.339
C2 -2.40157 -2.56851 -1.58283  -0.363
C3 -1.64757 -1.85551 -2.86383  -0.751
O3 -0.75057 -1.04051 -2.52383  0.099
C4 -0.20357 -0.26351 -3.52983  -0.957
C5 1.15543 0.16449 -3.06683  -0.818
O4 1.21943 1.06049 -1.99983  -0.211
C6 2.56543 1.33049 -1.51883  -0.997
H6 -4.24957 -3.01851 0.25017  0.668
H7 -3.67257 -1.58051 1.25817  0.197
H8 -2.77757 -3.04251 0.81617  0.334
H9 -3.05657 -3.35851 -1.80483  0.401
H10 -1.54457 -2.66451 -0.83883  0.177
H11 -2.44057 -1.45051 -3.64783  0.279
H12 -0.97257 -2.64751 -3.33583  0.370
H13 -0.76657 0.47449 -3.88983  0.550
H14 0.02243 -0.77651 -4.61283  0.353
H15 1.54543 0.63749 -3.85783  0.604
H16 1.73343 -0.73051 -2.88683  0.371
H17 3.14943 1.59049 -2.53183  0.291
H18 3.05143 0.48949 -1.31283  0.374
H19 2.56543 1.89749 -0.81083  0.445
C7 -2.61857 1.65449 -0.20683  -0.654
O5 -1.90557 1.64349 0.98217  -0.369
C8 -1.09157 2.70349 0.97217  -0.341
C9 -0.03157 2.81149 2.16417  -0.744
O6 0.69943 1.86049 2.20417  0.059
C10 1.68143 1.70449 3.26117  -0.681
C11 2.49743 0.36849 3.02817  -0.751
O7 2.78643 0.22049 1.58517  -0.099
C12 3.78043 -0.73351 1.30017  -0.772
H20 -3.73457 1.01349 -0.16283  0.135
H21 -1.99957 1.23049 -0.98383  0.236
H22 -3.34857 2.50649 -0.34783  0.404
H23 -1.79457 3.51849 0.82317  0.479
H24 -0.36757 2.59749 0.07317  0.100
H25 -0.59757 3.07249 3.07117  0.302
H26 0.73143 3.73649 2.01417  0.325
H27 1.23643 1.88549 4.25217  0.376
H28 2.46043 2.58349 3.12317  0.338
H29 1.73743 -0.44151 3.36917  0.320
H30 3.36443 0.49949 3.61917  0.570
H31 3.91643 -0.51451 0.18317  0.153
H32 3.54643 -1.73251 1.80617  0.299
H33 4.62643 -0.40651 1.89017  0.334

Output
**Orbital gap**: 6.70 eV
**HOMO**: -6.124 eV
**Total charge**: 0
**Energy relative to the best compared isomer or geometry (same formula, charge and spin)**: 985.50 kJ/mol

Question: Which of these has the highest total charge?
Answer: C12H33N3O3Pd

Question: Among the records above, which one has the highest total charge?
Answer: C12H33N3O3Pd